This record from the Open Molecules 2025 dataset describes an isolated molecule of C3H5NO2. The level of theory is wB97M-V/def2-TZVPD.

Geometry as ORCA input:
```
! RIJCOSX wB97M-V def2-TZVPD def2/J DEFGRID3
* xyz 0 1
H 2.21577 0.05620 0.37161
N 1.55376 0.83055 0.36812
C 0.38712 0.40147 0.50496
C -0.86614 1.14882 0.23008
O 0.04684 -0.96396 0.66780
C 0.07641 -1.60606 -0.52478
O 0.74751 -1.27219 -1.45994
H -0.67463 2.20842 0.06058
H -1.63583 0.98820 0.98739
H -1.22167 0.65321 -0.68747
H -0.62914 -2.44466 -0.51836
*
```

Values from the calculation:
LUMO level = 0.0321 hartree
calculated total energy = -322.532457 a.u.
structure (SMILES) = [H]/N=C(/C)OC=O
HOMO = -10.784 eV
frontier orbital gap = 0.42845 hartree
energy above the lowest of the compared OMol25 structures with the same formula, charge and spin = 109.9 kJ/mol

These are the Mulliken partial charges, in e, on atoms 1 to 5: H 0.274; N -0.615; C 0.672; C -0.882; O -0.313